83
Properties=species:S:1:pos:R:3 method="wB97M-V/def2-TZVPD" relative_energy_kj_mol=204.5 total_charge=+2 homo_lumo_gap_ev=6.373 homo_energy_ev=-12.1
Tl -0.17436 -0.20583 -0.75010
O 2.57082 -3.29409 -3.66669
C 2.05690 -2.44863 -2.77903
O 1.15265 -1.69320 -3.00494
C 2.75394 -2.55044 -1.44697
C 3.64569 -3.58856 -1.17180
C 4.20284 -3.66322 0.09115
C 3.87254 -2.70313 1.03222
C 3.01745 -1.67280 0.64395
N 2.47753 -1.59732 -0.57334
C 2.72517 -0.52389 1.52336
O 2.95858 -0.57862 2.80920
O 2.25625 0.52145 1.05124
H 2.12048 -3.21378 -4.51844
H 3.89509 -4.30278 -1.94247
H 4.87961 -4.46677 0.34610
H 4.31907 -2.74365 2.01801
H 3.26674 -1.44312 3.11678
N -1.54627 -0.61320 1.77849
C -2.91772 -0.12090 1.60289
C -2.91291 1.35896 1.23230
N -2.35004 1.55847 -0.10383
H -1.54420 -1.60975 1.96480
H -1.11199 -0.14442 2.56682
H -3.52948 -0.25541 2.50191
H -3.36909 -0.69681 0.78999
H -2.28869 1.90083 1.94812
H -3.93632 1.73939 1.32669
H -2.11825 2.53104 -0.26175
H -3.00679 1.27063 -0.82031
C -0.47656 3.35514 -5.96095
N -0.76879 2.40079 -4.90749
C -1.64716 1.35397 -4.98289
C -1.61229 0.74161 -3.76339
N -0.73357 1.39904 -2.94236
C -0.24553 2.38509 -3.66235
H -0.67735 2.89842 -6.92619
H 0.56953 3.64952 -5.91719
H -1.09547 4.24650 -5.85911
H -2.20434 1.13196 -5.87631
H -2.14135 -0.13340 -3.41924
H 0.48671 3.10028 -3.32297
C -4.83589 -6.23012 -0.34710
C -4.25385 -4.92801 -0.77235
C -4.96268 -3.90167 -1.32913
C -4.28276 -2.70221 -1.62591
N -3.00464 -2.52451 -1.33261
C -2.29833 -3.53157 -0.79059
S -0.68306 -3.39269 -0.36843
N -2.93091 -4.73417 -0.56418
C -5.00856 -1.56366 -2.26128
H -5.87003 -6.32148 -0.66534
H -4.80378 -6.30479 0.74191
H -4.26469 -7.06763 -0.75008
H -6.01608 -4.00926 -1.53733
H -2.36011 -5.48299 -0.19727
H -5.84886 -1.91730 -2.85496
H -4.32849 -0.98358 -2.88045
H -5.40035 -0.90380 -1.48313
Ge 2.71418 2.42465 1.71203
C 0.94242 3.18132 1.95424
C 0.30323 3.26224 3.18989
C -0.90575 3.93095 3.29847
C -1.46606 4.53943 2.18296
C -0.84242 4.44107 0.94556
C 0.35823 3.75898 0.82761
C 4.15451 2.23369 3.00875
C 5.45475 2.14850 2.51394
C 6.52858 2.13979 3.39092
C 6.30748 2.22679 4.75873
C 5.01139 2.28658 5.25463
C 3.93460 2.28843 4.38365
H 3.22731 2.71134 0.30256
H 0.74989 2.80900 4.06607
H -1.40514 3.99145 4.25614
H -2.38369 5.10363 2.28197
H -1.28355 4.91439 0.07787
H 0.85057 3.67854 -0.13485
H 5.62982 2.10936 1.44423
H 7.53790 2.08474 3.00594
H 7.14859 2.26226 5.43767
H 4.84089 2.34955 6.32088
H 2.92621 2.34336 4.77444

---

73
Properties=species:S:1:pos:R:3 method="wB97M-V/def2-TZVPD" relative_energy_kj_mol=18.3 total_charge=+2 homo_lumo_gap_ev="4.976 / 4.977" homo_energy_ev="-14.0 / -14.0"
C -3.45694 -3.36492 -1.50734
C -2.15232 -3.49874 -1.98556
C -1.24873 -2.40914 -1.93664
C -1.66625 -1.20814 -1.35509
C -2.97329 -1.08248 -0.87025
C -3.85110 -2.18237 -0.89172
C 0.16076 -2.66046 -2.41567
C 0.97593 -1.55549 -3.13183
N 0.25478 -0.60561 -3.98939
Pb -0.14307 0.46845 -1.10506
C -3.46517 0.21544 -0.27887
P -2.57326 1.66791 -0.94992
H -1.82418 -4.45715 -2.41584
H -4.82104 -2.08450 -0.41718
H -4.16484 -4.18497 -1.60236
H -3.32833 0.20253 0.81876
H -4.53150 0.38113 -0.51861
H 0.77686 -2.95629 -1.55218
H 0.15056 -3.51748 -3.10365
H 1.58277 -0.95801 -2.38612
C -3.28406 3.05159 -0.03822
C -3.40499 1.74757 -2.57302
H 1.75249 -2.07632 -3.74503
C -1.09239 -0.89842 -4.45544
C 1.08322 -0.03247 -5.06357
H 0.88592 4.15938 -0.26140
H -1.15980 -0.75139 -5.53650
H -1.47824 -1.90530 -4.24980
H -1.79504 -0.16534 -4.02554
H 0.62325 -0.19131 -6.05778
H 1.15437 1.05757 -4.92688
H 2.08848 -0.46076 -5.09190
H -4.45823 2.03288 -2.38623
H -2.91291 2.50415 -3.20377
H -3.38521 0.78153 -3.09949
H -4.38779 2.98551 -0.08385
H -2.94036 3.03622 1.00559
H -2.93737 3.98720 -0.50580
H 0.81421 3.66504 -0.83824
C 1.58037 -3.40318 4.77405
C 0.30425 -2.93103 4.44366
C 0.15554 -1.97178 3.43517
C 1.28971 -1.43305 2.77835
C 2.56536 -1.92402 3.12474
C 2.70844 -2.89696 4.12196
Si 1.07519 0.04105 1.65275
C 0.46165 1.41661 2.76297
C -0.88675 1.83081 2.76511
C -1.29794 2.89702 3.57070
C -0.37537 3.53000 4.41290
C 0.94492 3.06950 4.47889
C 1.35221 2.00382 3.67931
C 2.70676 0.52383 0.87910
C 3.16600 1.85065 0.93282
C 4.28640 2.24809 0.19609
C 4.97210 1.32551 -0.59544
C 4.55664 -0.00879 -0.62051
C 3.45427 -0.41543 0.13874
H 1.69556 -4.17281 5.53704
H -0.57657 -3.30534 4.97473
H -0.84593 -1.62575 3.16381
H 3.44887 -1.53155 2.61882
H 3.70861 -3.24735 4.38521
H -1.61684 1.30798 2.13201
H -2.34470 3.23182 3.54559
H -0.69465 4.38345 5.02041
H 1.64978 3.53719 5.15820
H 2.36737 1.62803 3.76436
H 2.63058 2.57928 1.53723
H 4.61371 3.28414 0.23662
H 5.83140 1.64345 -1.18557
H 5.08623 -0.73799 -1.23302
H 3.15965 -1.46426 0.14462

---

75
Properties=species:S:1:pos:R:3 method="wB97M-V/def2-TZVPD" total_charge=0 homo_lumo_gap_ev=6.689 homo_energy_ev=-7.4
C 1.84759 -0.02717 0.61807
C 2.16484 -0.71505 -0.60429
C 1.98842 0.17807 -1.67062
H 2.59359 -1.71396 -0.67666
C 1.57899 1.43068 -1.16629
C 1.50979 1.34587 0.25629
H 1.43147 2.33757 -1.74206
C -1.38974 -1.54474 1.21459
C -0.14160 -2.08293 0.70646
C -0.31508 -2.31456 -0.68992
H 0.66637 -2.47946 1.32290
C -1.56539 -1.77703 -1.07535
C -2.27083 -1.37092 0.09801
H 2.22617 -0.02976 -2.71115
H 1.49891 2.20262 0.93912
H 2.09204 -0.36655 1.62858
H -3.32004 -1.07546 0.13302
H 0.35277 -2.84758 -1.36562
H -1.69095 -1.50525 2.25770
Al -0.27647 0.12987 0.47691
C -1.99664 -1.41955 -2.47274
C -3.51671 -1.63552 -2.57960
C -1.26777 -2.25120 -3.53452
H -3.74996 -2.66816 -2.27599
H -3.84690 -1.47046 -3.61036
H -4.06311 -0.93466 -1.93601
H -1.39902 -3.32137 -3.31616
H -0.19562 -2.01098 -3.57969
H -1.71114 -2.03850 -4.51793
C -1.58296 0.08364 -2.65478
C -2.21363 0.77337 -3.85004
H -0.48788 0.18127 -2.69741
H -1.89413 0.67972 -1.77579
O -3.38127 0.51898 -4.16288
N -1.49662 1.70334 -4.57339
C -0.36158 2.50909 -4.13495
H -2.04910 2.10321 -5.32141
C 0.95504 1.94971 -4.62607
C 2.14252 2.63391 -4.32611
H 2.07349 3.59474 -3.80298
C 3.38089 2.08424 -4.67138
H 4.29659 2.61625 -4.39658
C 3.43094 0.86758 -5.36488
H 4.39715 0.43873 -5.62722
C 2.24750 0.21764 -5.72811
H 2.27062 -0.71646 -6.28906
C 1.00780 0.76999 -5.37741
H 0.07320 0.29510 -5.68718
H -0.34169 2.62293 -3.03846
H -0.49334 3.51865 -4.55230
C -2.75275 2.10137 0.65344
Si -1.92106 2.01466 2.32074
C -1.51591 3.77518 2.81467
C -3.01984 1.25959 3.62236
N -0.51630 0.94817 2.21855
C 0.34335 0.78620 3.31731
C 0.92892 1.91272 3.93960
C 1.78969 1.75352 5.02663
C 2.10416 0.47501 5.50247
C 1.53080 -0.65300 4.90117
C 0.66736 -0.50350 3.81308
H -3.51849 2.88827 0.73816
H -3.25300 1.16767 0.36694
H -2.08059 2.40134 -0.16211
H -2.43957 4.37019 2.72018
H -1.16358 3.86128 3.85381
H -0.76205 4.23296 2.15726
H -3.37946 0.27223 3.30163
H -2.47971 1.15493 4.57556
H -3.89183 1.90869 3.78924
H 0.69921 2.90178 3.54604
H 2.20701 2.64240 5.49778
H 2.79719 0.35415 6.33545
H 1.75046 -1.65627 5.27241
H 0.21279 -1.38331 3.35147

---

What did the second record say?
73
Properties=species:S:1:pos:R:3 method="wB97M-V/def2-TZVPD" relative_energy_kj_mol=18.3 total_charge=+2 homo_lumo_gap_ev="4.976 / 4.977" homo_energy_ev="-14.0 / -14.0"
C -3.45694 -3.36492 -1.50734
C -2.15232 -3.49874 -1.98556
C -1.24873 -2.40914 -1.93664
C -1.66625 -1.20814 -1.35509
C -2.97329 -1.08248 -0.87025
C -3.85110 -2.18237 -0.89172
C 0.16076 -2.66046 -2.41567
C 0.97593 -1.55549 -3.13183
N 0.25478 -0.60561 -3.98939
Pb -0.14307 0.46845 -1.10506
C -3.46517 0.21544 -0.27887
P -2.57326 1.66791 -0.94992
H -1.82418 -4.45715 -2.41584
H -4.82104 -2.08450 -0.41718
H -4.16484 -4.18497 -1.60236
H -3.32833 0.20253 0.81876
H -4.53150 0.38113 -0.51861
H 0.77686 -2.95629 -1.55218
H 0.15056 -3.51748 -3.10365
H 1.58277 -0.95801 -2.38612
C -3.28406 3.05159 -0.03822
C -3.40499 1.74757 -2.57302
H 1.75249 -2.07632 -3.74503
C -1.09239 -0.89842 -4.45544
C 1.08322 -0.03247 -5.06357
H 0.88592 4.15938 -0.26140
H -1.15980 -0.75139 -5.53650
H -1.47824 -1.90530 -4.24980
H -1.79504 -0.16534 -4.02554
H 0.62325 -0.19131 -6.05778
H 1.15437 1.05757 -4.92688
H 2.08848 -0.46076 -5.09190
H -4.45823 2.03288 -2.38623
H -2.91291 2.50415 -3.20377
H -3.38521 0.78153 -3.09949
H -4.38779 2.98551 -0.08385
H -2.94036 3.03622 1.00559
H -2.93737 3.98720 -0.50580
H 0.81421 3.66504 -0.83824
C 1.58037 -3.40318 4.77405
C 0.30425 -2.93103 4.44366
C 0.15554 -1.97178 3.43517
C 1.28971 -1.43305 2.77835
C 2.56536 -1.92402 3.12474
C 2.70844 -2.89696 4.12196
Si 1.07519 0.04105 1.65275
C 0.46165 1.41661 2.76297
C -0.88675 1.83081 2.76511
C -1.29794 2.89702 3.57070
C -0.37537 3.53000 4.41290
C 0.94492 3.06950 4.47889
C 1.35221 2.00382 3.67931
C 2.70676 0.52383 0.87910
C 3.16600 1.85065 0.93282
C 4.28640 2.24809 0.19609
C 4.97210 1.32551 -0.59544
C 4.55664 -0.00879 -0.62051
C 3.45427 -0.41543 0.13874
H 1.69556 -4.17281 5.53704
H -0.57657 -3.30534 4.97473
H -0.84593 -1.62575 3.16381
H 3.44887 -1.53155 2.61882
H 3.70861 -3.24735 4.38521
H -1.61684 1.30798 2.13201
H -2.34470 3.23182 3.54559
H -0.69465 4.38345 5.02041
H 1.64978 3.53719 5.15820
H 2.36737 1.62803 3.76436
H 2.63058 2.57928 1.53723
H 4.61371 3.28414 0.23662
H 5.83140 1.64345 -1.18557
H 5.08623 -0.73799 -1.23302
H 3.15965 -1.46426 0.14462